Record 1
Molecular formula: C12H24AsF6O12Tl
Method: DFT, ωB97M-V/def2-TZVPD

The geometry in ORCA input format:
```
! RIJCOSX wB97M-V def2-TZVPD def2/J DEFGRID3
* xyz 2 1
Tl -0.45 -0.60 -0.71
As 2.87 1.73 -2.57
F 1.81 3.11 -2.56
F 4.24 2.79 -2.78
F 3.85 0.27 -2.58
F 1.47 0.66 -2.39
F 2.70 1.58 -4.31
F 3.13 1.92 -0.83
C 5.45 -2.51 -1.23
O 4.10 -2.09 -1.24
C 3.57 -1.24 -0.36
O 2.40 -1.00 -0.38
O 4.45 -0.87 0.57
C 4.00 0.07 1.49
H 5.76 -2.89 -2.20
H 5.62 -3.33 -0.52
H 6.11 -1.68 -1.00
H 3.04 -0.19 1.98
H 3.72 1.02 1.00
H 4.72 0.24 2.29
C -3.43 2.70 3.74
O -2.54 1.89 2.96
C -3.03 0.95 2.18
O -2.36 0.47 1.28
O -4.25 0.60 2.52
C -4.74 -0.70 2.09
H -4.13 3.18 3.05
H -2.97 3.56 4.22
H -4.04 2.12 4.42
H -5.81 -0.59 2.00
H -4.46 -1.42 2.86
H -4.29 -0.89 1.12
C 0.47 3.69 3.56
O 0.55 2.52 2.71
C 0.69 2.66 1.41
O 0.78 1.68 0.68
O 0.62 3.91 1.03
C 0.96 4.24 -0.33
H 0.23 3.32 4.55
H -0.38 4.31 3.27
H 1.46 4.14 3.61
H 2.02 4.16 -0.56
H 0.56 5.20 -0.62
H 0.47 3.55 -1.02
C -4.62 -4.64 -1.59
O -3.63 -3.62 -1.44
C -2.56 -3.61 -2.19
O -1.63 -2.86 -1.95
O -2.58 -4.52 -3.14
C -1.52 -4.53 -4.14
H -5.17 -4.56 -2.53
H -5.30 -4.54 -0.74
H -4.21 -5.65 -1.61
H -0.66 -3.93 -3.85
H -1.88 -4.20 -5.11
H -1.18 -5.56 -4.10
*
```

Values from the calculation:
HOMO-LUMO gap: 0.104 hartree
energy above the lowest of the compared OMol25 structures with the same formula, charge and spin: 0.00 kJ/mol
F_max: 3.34 eV Å⁻¹

Record 2
Molecular formula: C12H24BClFGaNO7
Method: DFT, ωB97M-V/def2-TZVPD

The geometry in ORCA input format:
```
! RIJCOSX wB97M-V def2-TZVPD def2/J DEFGRID3
* xyz -1 1
C 0.61 3.03 0.56
O 0.68 3.22 -0.85
B 1.20 2.12 -1.56
O 2.40 2.38 -2.23
Ga 0.11 0.26 -1.63
C 1.37 -1.29 -1.16
C 1.26 -1.63 0.33
C 2.40 -2.49 0.97
C 3.44 -3.10 0.05
O 2.96 -4.03 -0.95
C 2.07 -4.94 -0.58
O 1.42 -5.58 -1.35
C -0.74 0.01 -3.49
C 0.23 -0.31 -4.56
O 1.36 0.00 -4.70
F -0.32 -1.12 -5.55
C -1.41 0.38 -0.25
C -2.49 -0.68 -0.14
C -2.83 -1.09 1.30
Cl -2.12 -2.24 -1.04
H 1.18 3.82 1.06
H -0.42 3.07 0.90
H 1.04 2.07 0.86
H 3.13 1.87 -1.87
H 1.08 -2.16 -1.76
H 2.39 -1.02 -1.44
H 1.23 -0.70 0.90
H 0.30 -2.12 0.52
H 1.97 -3.27 1.62
H 2.97 -1.85 1.65
H 3.93 -2.31 -0.52
H 4.21 -3.60 0.64
H 2.06 -5.14 0.51
H -1.20 0.97 -3.76
H -1.53 -0.74 -3.51
H -0.94 0.50 0.74
H -1.91 1.33 -0.47
H -3.41 -0.33 -0.62
H -3.81 -1.56 1.36
H -2.81 -0.20 1.94
H -2.10 -1.82 1.66
C -2.91 4.70 4.28
N -2.44 3.87 3.14
O -1.25 3.70 3.01
O -3.30 3.42 2.41
H -2.04 5.02 4.84
H -3.46 5.53 3.86
H -3.57 4.07 4.88
*
```

Values from the calculation:
HOMO-LUMO gap: 0.227 hartree
F_max: 0.83 eV Å⁻¹

Record 3
Molecular formula: C12H24Br12
Method: DFT, ωB97M-V/def2-TZVPD

The geometry in ORCA input format:
```
! RIJCOSX wB97M-V def2-TZVPD def2/J DEFGRID3
* xyz 1 2
Br -2.03 -3.82 -2.13
C -3.58 -3.22 -1.12
C -3.36 -1.81 -0.64
Br -1.67 -1.70 0.47
H -3.79 -3.89 -0.29
H -4.47 -3.10 -1.74
H -4.19 -1.46 -0.03
H -3.11 -1.21 -1.51
Br -2.52 -1.13 4.80
C -2.56 0.57 3.72
C -3.76 0.41 2.76
Br -3.87 2.11 1.65
H -1.70 0.52 3.06
H -2.64 1.50 4.28
H -4.65 0.24 3.35
H -3.58 -0.46 2.13
Br 3.51 -0.75 2.45
C 2.14 -0.47 3.83
C 2.43 -1.49 5.01
Br 0.89 -1.39 6.33
H 1.14 -0.59 3.42
H 2.31 0.54 4.19
H 3.34 -1.17 5.51
H 2.51 -2.51 4.61
Br 2.29 -4.46 -3.20
C 1.13 -3.03 -4.05
C 0.09 -3.68 -5.02
Br -1.15 -2.33 -5.77
H 1.80 -2.36 -4.58
H 0.56 -2.45 -3.33
H -0.33 -4.58 -4.58
H 0.76 -3.98 -5.83
Br 3.91 6.09 -4.14
C 2.87 6.14 -2.45
C 3.10 4.84 -1.72
Br 1.87 4.85 -0.06
H 1.84 6.26 -2.79
H 3.12 6.97 -1.78
H 4.07 4.94 -1.23
H 3.10 3.90 -2.29
Br 0.50 1.75 1.97
C 0.17 1.46 0.08
C 0.98 0.33 -0.41
Br 0.13 -0.09 -2.17
H 0.47 2.36 -0.46
H -0.90 1.30 0.02
H 0.82 -0.53 0.23
H 2.04 0.55 -0.55
*
```

Values from the calculation:
HOMO-LUMO gap (alpha / beta): 0.315 / 0.099 hartree
energy above the lowest of the compared OMol25 structures with the same formula, charge and spin: 42.95 kJ/mol
<S²>: 0.756
F_max: 2.34 eV Å⁻¹

Record 4
Molecular formula: C12H24Cl12
Method: DFT, ωB97M-V/def2-TZVPD

The geometry in ORCA input format:
```
! RIJCOSX wB97M-V def2-TZVPD def2/J DEFGRID3
* xyz 1 2
Cl -8.44 18.77 18.73
C -6.91 18.78 19.66
C -5.60 18.73 18.90
Cl -4.28 19.07 20.06
H -6.97 17.86 20.24
H -6.94 19.58 20.40
H -5.55 19.44 18.07
H -5.38 17.77 18.43
Cl -8.77 21.52 21.02
C -10.41 21.14 21.44
C -11.24 21.43 20.18
Cl -12.81 20.61 20.19
H -10.74 21.80 22.24
H -10.50 20.10 21.74
H -10.73 21.00 19.33
H -11.29 22.49 19.93
Cl 1.55 20.09 20.48
C 0.13 20.25 19.46
C -0.68 18.97 19.46
Cl 0.23 17.68 18.65
H 0.50 20.66 18.52
H -0.31 21.15 19.88
H -1.62 18.96 18.92
H -0.73 18.71 20.52
Cl -5.27 22.24 18.04
C -6.94 22.59 17.77
C -7.37 23.01 16.31
Cl -9.01 23.62 16.20
H -7.19 23.36 18.50
H -7.53 21.71 18.02
H -7.27 22.11 15.70
H -6.75 23.84 15.95
Cl -6.15 19.00 15.53
C -4.93 19.50 14.37
C -3.63 19.80 14.99
Cl -2.67 18.29 15.42
H -5.15 20.50 13.97
H -4.97 18.83 13.51
H -3.77 20.39 15.89
H -3.03 20.41 14.31
Cl -10.31 17.36 21.69
C -10.93 17.04 20.04
C -12.10 16.08 20.05
Cl -12.48 15.30 18.48
H -10.02 16.68 19.58
H -11.35 17.92 19.55
H -13.00 16.58 20.41
H -11.87 15.33 20.81
*
```

Values from the calculation:
HOMO-LUMO gap (alpha / beta): 0.339 / 0.061 hartree
energy above the lowest of the compared OMol25 structures with the same formula, charge and spin: 60.84 kJ/mol
<S²>: 0.755
F_max: 2.64 eV Å⁻¹

no.,total energy (a.u.)
1,-4381.21903
2,-3562.77096
3,-31359.41272
4,-5993.53650